Formula: C31H27Cl2N8O4S2Ti
Source: the OMol25 dataset
Level of theory: ωB97M-V/def2-TZVPD

## Properties
- gap between HOMO and LUMO (eV) = 5.941
- energy (eV) = -122528.6778
- charge = -1
- spin multiplicity = 1

Each line ends with the Mulliken charge.
Cartesian coordinates (Å):
Ti1 -12.0233 -0.4456 16.4063  -0.674
Cl1 -11.5367 4.1623 21.3296  -0.222
C1 -11.0229 3.4034 19.8744  0.285
C2 -11.9807 2.5068 19.4232  -0.932
C3 -11.7188 1.6201 18.4164  -0.748
N1 -12.5379 0.5709 17.9505  0.679
C4 -13.5720 0.0533 18.7869  -0.233
O1 -14.2995 0.8433 19.3855  -0.823
C5 -13.5797 -1.3931 18.7337  0.213
C6 -14.1453 -2.3070 19.5969  -0.549
C7 -13.7390 -3.6160 19.6747  -0.821
C8 -12.4688 -3.8740 19.1150  -0.274
C9 -11.9203 -2.9953 18.2508  -0.933
N2 -12.6622 -1.9021 17.7121  1.096
C10 -10.4791 1.6761 17.7135  0.953
C11 -9.5445 2.5924 18.1231  -0.835
C12 -9.7962 3.3669 19.2611  0.181
Cl2 -8.6250 4.5064 19.8013  -0.252
N3 -10.2611 0.6007 16.8682  0.294
C13 -9.7181 0.0605 15.8102  1.447
O2 -10.2284 -1.0689 15.5515  -0.746
C14 -8.6005 0.5260 15.0441  -0.215
C15 -8.4108 -0.1001 13.8075  0.136
C16 -7.3287 0.3091 12.9833  -0.729
C17 -6.5028 1.3184 13.5174  -0.620
C18 -6.8099 1.8837 14.7434  -0.169
N4 -7.8201 1.5304 15.5240  -0.237
H1 -12.9608 2.3751 19.9543  0.527
H2 -14.9284 -1.9028 20.2182  0.419
H3 -14.0931 -4.2467 20.5031  0.349
H4 -11.8526 -4.7506 19.4692  0.300
H5 -10.8755 -3.1034 17.8134  0.153
H6 -8.5578 2.5759 17.6770  0.526
H7 -9.1849 -0.8316 13.4817  0.071
H8 -7.2242 0.0375 11.9908  0.574
H9 -5.7730 1.7631 12.9181  0.419
H10 -6.2419 2.7643 15.0659  0.397
C19 -13.7606 -4.3568 16.0251  -1.863
C20 -14.2106 -2.8236 15.8189  1.742
C21 -14.2356 -2.5577 14.3072  -1.684
C22 -15.5899 -2.5645 16.4998  -1.542
N5 -13.1657 -1.9475 16.2974  0.475
H11 -14.2075 -4.9517 15.2773  0.529
H12 -13.9688 -4.7649 17.0305  0.299
H13 -12.7150 -4.4054 15.7807  0.435
H14 -15.1096 -3.0427 13.8789  0.579
H15 -13.4150 -3.0411 13.7755  0.328
H16 -14.2978 -1.5050 13.9483  0.074
H17 -16.3290 -3.2709 16.0800  0.455
H18 -15.8608 -1.4956 16.3848  0.296
H19 -15.5028 -2.7720 17.5738  0.279
N6 -13.0892 -6.0491 10.6480  -0.594
C23 -12.7214 -4.7297 10.7692  0.680
C24 -11.7766 -4.2997 11.6145  -0.543
C25 -11.5721 -2.9229 11.9350  -0.654
C26 -12.1858 -1.9311 11.1622  0.377
C27 -12.9479 -2.3774 10.1388  -0.206
C28 -13.2325 -3.7542 9.9670  -0.514
S1 -11.5831 -0.2530 11.4238  0.902
O3 -10.1499 -0.3380 11.2241  -0.572
O4 -12.4608 0.5646 10.6151  -0.740
N7 -11.8292 0.0284 12.9992  -0.139
C29 -12.8612 0.6361 13.5221  0.233
S2 -14.1582 1.5466 12.7294  -0.132
C30 -14.8629 1.9479 14.2224  -0.384
C31 -14.1661 1.4430 15.2608  -0.859
N8 -13.0060 0.7274 14.8891  0.574
H20 -13.0296 -6.6200 11.4549  0.218
H21 -13.9084 -6.2866 10.1491  0.206
H22 -11.2261 -4.9628 12.2706  0.282
H23 -10.8855 -2.5780 12.7314  0.085
H24 -13.3491 -1.6354 9.4223  0.371
H25 -13.9910 -3.9873 9.2054  0.206
H26 -15.8203 2.4456 14.1941  0.404
H27 -14.4519 1.6613 16.2814  0.388

Formula: C18H52N2O11
Source: the OMol25 dataset
Level of theory: ωB97M-V/def2-TZVPD

## Properties
- gap between HOMO and LUMO (eV) = 7.368
- energy (eV) = -44991.6934
- spin multiplicity = 1
- energy relative to the best compared isomer or geometry (same formula, charge and spin) (kcal/mol) = 82.21

Each line ends with the Mulliken charge.
Cartesian coordinates (Å):
C1 -3.1289 8.5498 0.7462  -0.674
O1 -3.5149 7.3508 1.4582  -0.318
C2 -2.7329 6.2038 1.0472  -0.336
C3 -3.1539 5.2288 2.0652  -1.148
N1 -2.6259 3.9538 1.6822  0.075
H1 -2.7259 3.7598 0.6942  0.417
H2 -1.7249 4.0588 2.1132  0.377
C4 -3.0839 2.7538 2.4522  -0.944
C5 -2.1259 1.6448 2.4562  -0.671
O2 -2.7069 0.4528 3.0312  -0.485
C6 -2.0309 -0.7202 2.8572  -2.082
H3 -2.9019 8.3218 -0.4238  0.251
H4 -2.2029 9.1548 1.1492  0.260
H5 -3.8229 9.3938 0.6442  0.289
H6 -1.6769 6.1508 0.9342  0.435
H7 -3.3039 5.9348 0.0452  0.382
H8 -4.1199 5.0558 2.1582  0.514
H9 -2.9189 5.3498 3.0442  0.535
H10 -3.9119 2.1268 2.1432  0.421
H11 -3.2099 3.0818 3.4672  0.334
H12 -1.3229 1.8668 2.8612  0.774
H13 -2.0389 1.3808 1.4232  0.268
H14 -1.9679 -0.7172 1.7722  0.110
H15 -2.3169 -1.6232 3.2652  0.821
H16 -1.3209 -0.9282 3.2892  1.330
N2 0.5821 -0.9292 -0.0058  1.084
O3 -0.2769 -1.8232 0.1942  -0.594
O4 1.2081 -0.9252 -1.0728  -0.240
O5 0.6591 -0.0492 0.8712  -0.766
C7 0.9871 -6.2822 -1.1268  -1.798
C8 0.9901 -4.7832 -1.1478  0.515
O6 -0.3579 -4.3082 -1.3488  -0.674
H17 0.6731 -6.5542 -0.2198  0.446
H18 2.0121 -6.5752 -1.3648  0.400
H19 0.4961 -6.7592 -1.9158  0.397
H20 1.5261 -4.6752 -1.9048  0.320
H21 1.3531 -4.1782 -0.1328  0.012
H22 -0.3499 -3.3792 -1.2338  0.226
C9 0.6471 -4.1382 4.8142  -1.218
C10 1.0161 -3.0712 3.8102  0.182
O7 0.4531 -3.4822 2.5342  -0.407
H23 0.7871 -4.1922 5.8882  0.419
H24 1.2441 -5.0382 4.7952  0.330
H25 -0.4819 -4.2122 4.7572  0.223
H26 2.1271 -2.7262 3.8692  0.187
H27 0.3901 -2.2232 3.8822  0.050
H28 0.3201 -2.6502 2.2382  0.196
C11 5.7751 -1.1462 0.5942  -1.297
C12 4.2791 -1.0512 0.6092  0.763
O8 3.6661 -2.0762 -0.0788  -0.601
H29 6.3931 -1.8752 0.8562  0.487
H30 6.0511 -0.3022 1.3842  0.239
H31 6.1071 -0.9312 -0.4108  0.276
H32 3.8711 -0.1252 0.2592  -0.286
H33 3.7581 -1.1842 1.5912  0.088
H34 2.8031 -1.8702 -0.5228  0.240
C13 -3.3679 -0.8882 -3.1278  -1.301
C14 -2.1649 -0.8562 -2.1398  0.486
O9 -1.0079 -0.3912 -2.8058  -0.517
H35 -3.4309 0.0048 -3.5948  0.411
H36 -4.2699 -1.3552 -2.6768  0.355
H37 -2.9029 -1.5822 -3.9918  0.194
H38 -1.8989 -1.8692 -1.7028  0.076
H39 -2.4839 -0.1632 -1.3568  0.019
H40 -0.4329 -0.4472 -2.2068  0.248
C15 2.7041 3.9088 -1.3748  -1.436
C16 2.1881 2.4468 -1.2818  0.530
O10 0.9861 2.5008 -0.5908  -0.472
H41 3.6071 4.0858 -1.9468  0.410
H42 3.0171 4.3318 -0.4468  0.363
H43 2.1191 4.7808 -1.9098  0.260
H44 2.9021 1.6168 -0.8248  -0.202
H45 1.9761 2.1158 -2.2568  0.236
H46 0.9681 1.6008 -0.3408  0.236
C17 1.7891 -2.0362 -4.5088  -0.849
C18 0.5851 -2.8372 -4.6488  -0.022
O11 0.6111 -3.7162 -5.8348  -0.606
H47 2.7271 -2.6082 -4.2298  0.257
H48 1.4841 -1.4122 -3.5668  0.011
H49 2.1611 -1.4722 -5.2828  0.485
H50 -0.2159 -2.2722 -4.7188  0.369
H51 0.2991 -3.3142 -3.7858  0.021
H52 -0.0679 -4.4372 -5.6888  0.310

- Among the records above, which one has the highest energy?
  C18H52N2O11

- What is the spin multiplicity in the second record?
  1